{
  "formula": "C61H62ClFNO16P2S",
  "method": "wB97M-V/def2-TZVPD",
  "max_force_ha_per_bohr": 0.1429,
  "homo_energy_ev": -10.9,
  "total_charge": 1,
  "gap_ev": 6.935,
  "elements": ["C", "C", "C", "C", "C", "C", "C", "F", "C", "C", "C", "O", "O", "P", "O", "Cl", "C", "C", "S", "C", "C", "C", "C", "C", "N", "C", "C", "C", "C", "C", "C", "C", "C", "P", "O", "H", "H", "H", "H", "H", "H", "H", "H", "H", "H", "H", "H", "H", "H", "H", "H", "H", "H", "H", "H", "H", "H", "H", "H", "H", "H", "H", "H", "H", "H", "H", "H", "H", "H", "H", "H", "H", "H", "C", "C", "C", "O", "C", "C", "C", "O", "H", "H", "H", "H", "C", "C", "C", "O", "C", "C", "C", "O", "H", "H", "H", "H", "C", "C", "C", "O", "C", "C", "C", "O", "H", "H", "H", "H", "C", "C", "C", "O", "C", "C", "C", "O", "H", "H", "H", "H", "C", "C", "C", "O", "C", "C", "C", "O", "H", "H", "H", "H", "C", "C", "C", "O", "C", "C", "C", "O", "H", "H", "H", "H"],
  "coordinates": [[-0.600155, 4.385627, -1.474949], [-0.292208, 3.094401, -1.529553], [-0.172050, 1.470937, -1.432014], [0.330065, 0.856783, -0.032143], [0.953451, -0.573120, -0.589530], [0.267685, -1.231279, -1.885511], [0.581833, -2.841481, -1.931285], [1.892953, -3.075950, -2.505416], [1.504774, 1.740678, 0.727134], [1.341472, 3.159126, 1.362770], [0.483421, 3.553217, 2.634065], [-0.381871, 4.514058, 2.511111], [0.609441, 3.146926, 4.010077], [3.172826, 1.978406, -0.243637], [3.074469, 1.431022, -1.866231], [3.635483, 4.034053, -0.631396], [1.776389, 0.612762, 1.909117], [2.706888, 1.056493, 3.184202], [4.097408, -0.200709, 3.498645], [3.701900, -1.218890, 5.005404], [3.192822, -0.353566, 6.277074], [0.216191, 0.141649, 2.210930], [0.373688, -1.185427, 3.033298], [-0.120827, -2.627750, 2.592044], [-0.712169, 0.405732, 1.025260], [-1.733220, -0.620818, 0.617485], [-2.986147, -0.917494, 1.538291], [-3.122210, -0.965829, 3.103188], [-4.437249, -1.296224, 3.921497], [-5.786369, -1.624939, 3.166843], [-5.697547, -1.630960, 1.579926], [-4.351457, -1.297864, 0.769841], [-4.505914, -1.399959, -0.828223], [-1.932836, 1.756321, 1.229978], [-2.340628, 1.994792, 2.716977], [-0.731305, 5.517938, -1.551540], [-1.184734, 1.083291, -1.821049], [0.577172, 1.323469, -2.319459], [0.850772, -1.435658, 0.197938], [2.085173, -0.554472, -0.762034], [-0.875375, -1.144239, -1.954566], [0.701457, -0.768652, -2.867286], [0.506997, -3.299956, -0.872875], [-0.240772, -3.371552, -2.568228], [2.413429, 3.475935, 1.737311], [1.120452, 3.989522, 0.569631], [-0.304198, 2.841044, 4.263062], [3.948234, 1.129006, -2.215558], [2.428115, -0.311137, 1.603384], [3.274669, 2.037255, 3.041168], [2.059579, 1.022517, 4.135931], [4.661996, -1.785177, 5.354791], [2.909414, -2.026833, 4.790171], [3.718887, -0.670797, 7.266445], [2.039207, -0.514072, 6.349762], [3.388040, 0.771278, 6.142560], [-0.054440, 0.918983, 3.036316], [-0.089695, -1.012836, 4.097422], [1.505545, -1.356842, 3.283183], [-1.231717, -2.892797, 2.843766], [0.487784, -3.415162, 3.221586], [0.025532, -2.945085, 1.498476], [-1.304503, -1.673533, 0.348430], [-2.142710, -0.245429, -0.412778], [-2.198276, -0.704582, 3.730032], [-4.435973, -1.269921, 5.083264], [-6.794551, -1.846208, 3.694087], [-6.681437, -1.901058, 1.016267], [-5.096484, -2.385633, -1.036294], [-5.099652, -0.545999, -1.318167], [-3.484857, -1.541758, -1.376123], [-1.432544, 3.034385, 0.831206], [-3.091071, 1.559009, 0.365457], [-8.381382, -5.105055, 4.925468], [-8.378978, -6.428024, 4.752038], [-7.159104, -7.229325, 4.984107], [-7.155127, -8.435997, 4.824271], [-5.943347, -6.508790, 5.417037], [-5.946075, -5.185968, 5.590362], [-7.165767, -4.385029, 5.358272], [-7.169230, -3.176183, 5.518416], [-9.265823, -4.502588, 4.759299], [-9.261308, -6.970866, 4.436010], [-5.058870, -7.111095, 5.583271], [-5.063804, -4.642894, 5.906412], [-3.789988, 1.242777, -5.442876], [-3.751081, 0.578965, -4.286184], [-2.817385, -0.547246, -4.079840], [-2.782849, -1.157165, -3.020040], [-1.927780, -0.909221, -5.201801], [-1.965819, -0.245874, -6.359239], [-2.899756, 0.880977, -6.566430], [-2.934640, 1.488264, -7.620396], [-4.468433, 2.069898, -5.611393], [-4.395872, 0.831836, -3.453216], [-1.249485, -1.736565, -5.032669], [-1.320997, -0.498821, -7.192095], [2.349398, 8.288432, -5.374796], [1.441670, 7.311070, -5.340963], [1.512344, 6.233681, -4.332014], [0.684460, 5.339383, -4.301794], [2.626001, 6.281514, -3.361222], [3.533683, 7.258944, -3.395159], [3.463028, 8.336445, -4.404213], [4.289717, 9.229537, -4.434430], [2.313106, 9.085020, -6.107497], [0.619418, 7.261810, -6.044283], [2.663061, 5.484740, -2.627725], [4.356040, 7.308303, -2.691849], [-1.640669, 2.649166, -11.709042], [-1.602070, 1.985514, -10.551986], [-0.668195, 0.859023, -10.345420], [-0.633216, 0.250367, -9.289078], [0.221685, 0.497257, -11.468467], [0.183097, 1.160770, -12.625342], [-0.750793, 2.287493, -12.832205], [-0.785188, 2.894734, -13.886895], [-2.318961, 3.476294, -11.877799], [-2.246400, 2.238166, -9.719461], [0.900026, -0.329913, -11.299723], [0.827774, 0.907865, -13.458137], [8.658713, 4.120938, 1.906245], [7.889864, 3.438941, 1.055335], [6.834649, 2.524624, 1.539205], [6.132853, 1.899549, 0.760554], [6.662970, 2.396222, 3.001234], [7.431774, 3.078191, 3.852387], [8.487105, 3.992603, 3.368584], [9.187501, 4.616565, 4.144282], [9.436766, 4.794379, 1.568852], [8.002298, 3.522333, -0.018751], [5.885074, 1.722703, 3.338778], [7.319319, 2.994749, 4.926484], [0.493192, -7.565921, 5.724185], [0.479034, -6.235640, 5.622736], [1.653203, -5.492760, 5.120584], [1.641522, -4.275690, 5.029427], [2.842646, -6.279305, 4.733709], [2.857321, -7.609621, 4.834963], [1.682939, -8.353147, 5.337235], [1.694452, -9.566411, 5.428117], [-0.357969, -8.126180, 6.090741], [-0.384615, -5.644193, 5.901273], [3.693747, -5.718787, 4.367189], [3.721069, -8.200735, 4.556409]],
  "forces_ev_per_angstrom": [[2.0, -7.0, -0.6], [-2.4, 6.1, 1.2], [-0.6, 3.3, -1.4], [1.8, -0.7, -3.3], [0.3, -1.8, 0.7], [0.5, -0.8, -0.9], [-0.8, 0.7, -0.2], [-2.1, 0.3, 1.1], [-1.0, -1.9, 0.5], [1.0, 2.0, 0.7], [-4.8, 4.9, 1.0], [4.1, -4.7, -0.4], [-0.1, -1.4, -2.7], [1.9, -1.0, -1.0], [-0.4, 0.4, 1.3], [-0.8, -0.8, 0.1], [0.8, -0.1, -1.1], [-1.0, -0.8, 0.9], [-0.4, 0.0, 0.1], [-0.5, -0.5, 1.7], [-0.5, 0.0, -0.1], [2.4, 1.8, 3.7], [-0.1, -1.7, 1.8], [-0.4, -1.9, 0.4], [0.3, 0.8, -0.4], [-1.3, -3.2, -2.1], [-5.0, -1.0, 2.1], [-2.0, -0.4, -1.0], [-0.5, 0.0, -3.7], [4.0, 1.0, -2.7], [2.6, 0.7, 2.3], [-1.0, 0.1, 2.7], [0.5, -1.3, 0.6], [-2.7, 3.6, 5.2], [1.4, -1.3, -3.7], [0.3, -2.4, 0.1], [1.5, 0.4, 0.8], [-1.1, -0.3, 2.2], [0.1, 2.0, -1.0], [-1.7, 0.5, 0.1], [1.8, -0.1, 0.3], [-0.8, -0.9, 1.8], [0.5, 0.7, -1.6], [1.8, 1.0, 0.8], [-1.7, -0.8, -0.7], [0.0, -1.8, 1.6], [0.9, 0.9, -0.3], [-0.8, 0.4, 0.8], [-1.6, 1.7, -0.4], [-1.2, -1.3, 0.2], [1.1, 0.7, -1.4], [-1.5, 1.2, -1.2], [1.3, 1.2, 0.2], [-1.1, 0.4, -1.8], [2.1, 0.4, 0.2], [-0.2, -1.7, 0.1], [-0.1, -1.3, -1.7], [0.7, -0.3, -2.0], [-2.0, 0.7, -0.8], [1.9, 0.9, -0.5], [-1.1, 1.7, -1.2], [0.0, 0.8, 1.5], [-0.2, 2.2, 0.7], [0.7, -0.7, 2.0], [-1.6, -0.4, -1.1], [0.2, 0.0, -2.4], [2.2, 0.5, -0.9], [2.2, 0.6, 0.9], [1.0, 1.8, 0.4], [1.0, -1.1, 1.0], [-2.4, 0.4, 1.5], [0.6, -1.1, -0.5], [1.3, -0.5, 0.4], [-0.2, -0.3, -0.1], [-0.2, 0.3, 0.0], [0.0, -0.7, -0.1], [0.0, 0.5, 0.1], [0.2, 0.3, 0.1], [0.2, -0.3, 0.0], [-0.1, 0.4, 0.1], [0.0, -0.4, 0.0], [0.0, 0.0, 0.0], [0.0, 0.0, 0.0], [0.0, 0.0, 0.0], [0.0, 0.0, 0.0], [-0.2, 0.0, 0.4], [-0.1, 0.2, -0.1], [0.1, -0.1, -0.2], [0.5, 0.4, -0.8], [0.0, 0.1, -0.1], [0.3, -0.4, 0.1], [0.0, 0.3, -0.7], [-0.2, -0.2, 0.6], [0.0, 0.0, 0.0], [0.0, 0.0, 0.0], [0.0, 0.0, 0.0], [0.0, 0.1, 0.0], [-0.3, -0.1, -0.2], [0.1, 0.3, -0.1], [-0.3, -0.3, 0.0], [0.2, 0.3, 0.0], [0.3, 0.1, 0.1], [-0.1, -0.3, 0.2], [0.5, 0.5, 0.0], [-0.3, -0.4, 0.0], [0.0, 0.0, 0.0], [0.0, 0.0, 0.0], [-0.1, 0.0, -0.1], [0.0, 0.0, 0.0], [-0.1, -0.1, 0.3], [-0.2, 0.3, -0.1], [0.0, -0.2, 0.3], [0.1, 0.1, -0.3], [0.1, 0.0, -0.3], [0.2, -0.3, 0.2], [-0.1, 0.4, -0.5], [0.0, -0.2, 0.4], [0.0, 0.0, 0.0], [0.1, -0.1, 0.0], [0.0, 0.0, 0.0], [0.0, 0.0, 0.0], [-0.1, -0.1, -0.4], [0.2, 0.2, 0.0], [-0.1, -0.2, -0.3], [0.2, 0.1, 0.3], [0.0, 0.1, 0.3], [-0.3, -0.2, -0.1], [0.4, 0.3, 0.4], [-0.3, -0.2, -0.3], [0.0, 0.0, 0.0], [0.0, 0.0, 0.0], [0.0, 0.0, 0.0], [0.0, 0.0, 0.0], [-0.2, 0.3, 0.1], [-0.2, -0.2, 0.1], [0.0, 0.2, 0.0], [0.0, -0.2, 0.0], [0.1, -0.2, 0.0], [0.2, 0.3, -0.1], [0.0, -0.7, 0.1], [0.0, 0.5, 0.0], [0.0, 0.0, 0.0], [0.0, 0.0, 0.0], [0.0, 0.0, 0.0], [0.0, 0.0, 0.0]],
  "mulliken_charge": [-0.755, -0.702, 0.067, 1.124, -0.832, 0.201, -0.275, -0.345, 1.398, -1.403, -0.390, -0.573, -0.482, 0.672, -0.504, -0.322, -0.704, -0.263, -0.115, -0.009, -0.949, 0.186, -0.005, -0.263, 0.470, -0.027, 0.414, 0.257, -1.045, -0.517, -0.737, 0.549, -0.992, 0.824, -0.684, 0.371, -0.132, 0.492, -0.292, 0.449, -0.534, 0.496, 0.125, 0.322, 0.600, 0.222, 0.455, 0.339, 0.787, 0.155, 0.365, 0.486, -0.021, 0.320, 0.207, 0.258, 0.038, 0.483, -0.701, 0.229, -0.109, -0.116, 0.349, 0.068, 0.103, 0.380, 0.454, 0.282, 0.441, 0.247, 0.146, 0.024, 0.120, -0.406, -0.332, 0.324, -0.531, -0.326, -0.345, 0.515, -0.590, 0.428, 0.411, 0.424, 0.426, -0.706, -0.214, 0.459, -0.607, -0.405, -0.266, 0.088, -0.447, 0.471, 0.398, 0.467, 0.643, -0.416, -0.402, 0.208, -0.491, 0.069, -0.103, 0.264, -0.537, 0.412, 0.428, 0.144, 0.447, -0.433, -0.122, 0.280, -0.466, -0.422, -0.379, 0.270, -0.540, 0.436, 0.537, 0.427, 0.402, -0.399, -0.449, 0.389, -0.531, 0.237, -0.540, 0.280, -0.540, 0.418, 0.447, 0.237, 0.440, -0.351, -0.330, 0.366, -0.493, -0.346, -0.391, 0.304, -0.527, 0.410, 0.458, 0.426, 0.412]
}